[1]
C38H83BO36P5S2 | ωB97M-V/def2-TZVPD

Geometry (Å):
O -1.8021 -3.4061 3.7579
C -1.7349 -2.9414 2.6203
O -2.0391 -1.7165 2.2033
B -1.7483 -1.5539 0.7731
O -1.3368 -2.9304 0.2969
C -1.2742 -3.6975 1.3753
O -1.0365 -4.9329 1.3824
O -0.7589 -0.4565 0.5155
C -1.0710 0.2553 -0.5358
O -0.2775 0.9886 -1.1602
C -2.4362 -0.2053 -0.9298
O -2.8887 -1.0647 -0.0318
O -3.0690 0.2310 -1.9027
C -2.9344 -10.6764 9.2526
C -3.9558 -11.8347 9.4523
O -3.6569 -12.3341 10.8172
S -3.0759 -11.1322 11.7385
O -2.2207 -11.6104 12.7724
O -4.1997 -10.2283 12.0909
O -2.2332 -10.5833 10.4772
H -3.3912 -9.7515 8.9004
H -2.1839 -10.9144 8.4988
H -3.7865 -12.5511 8.6484
H -5.0095 -11.5637 9.3857
C -3.3889 3.6028 7.2614
C -3.7096 5.1488 7.1943
O -4.2682 5.2662 5.8545
S -3.8634 4.0287 4.7348
O -2.8633 4.4875 3.7303
O -5.0907 3.3671 4.2731
O -3.1340 3.1275 5.9384
H -4.2492 3.0261 7.6012
H -2.6268 3.2725 7.9672
H -2.9244 5.9006 7.2738
H -4.5070 5.4211 7.8858
C -3.8954 6.7690 -6.5541
C -2.7519 6.1722 -7.4646
O -1.5295 6.0852 -6.6788
P -0.5692 7.2796 -6.1465
O 0.7040 6.7246 -5.5870
O -0.2560 8.1704 -7.4612
C -1.0530 9.2418 -7.8638
C -0.3857 10.5025 -7.2921
O -1.4673 8.2818 -5.1700
C -1.8975 7.8524 -3.9181
C -3.0043 8.8584 -3.4259
H -4.8630 6.5901 -7.0229
H -3.8923 6.1911 -5.6299
H -3.6331 7.8160 -6.4020
H -2.9365 5.1166 -7.6642
H -2.6530 6.7783 -8.3651
H -0.9905 9.2652 -8.9518
H -2.0941 9.2291 -7.5411
H 0.6997 10.5242 -7.3895
H -0.8028 11.3720 -7.8002
H -0.7292 10.6974 -6.2761
H -2.3830 6.8770 -3.8873
H -1.0294 7.8422 -3.2590
H -3.9467 8.6618 -3.9372
H -3.2485 8.6506 -2.3841
H -2.6665 9.8843 -3.5722
C 5.0799 -9.8715 4.9202
C 6.4652 -10.2226 4.4022
O 6.5906 -9.4351 3.2688
P 7.9795 -9.4630 2.3900
O 8.1285 -8.3056 1.4274
O 9.0973 -9.5162 3.5938
C 10.4151 -9.7452 3.3459
C 10.7719 -11.2221 3.6806
O 8.0454 -10.9252 1.7189
C 7.0660 -11.1713 0.7052
C 5.8957 -12.0673 1.2315
H 5.2188 -9.0887 5.6659
H 4.4048 -9.4073 4.2012
H 4.5603 -10.7016 5.3987
H 7.2028 -10.1206 5.1982
H 6.4845 -11.1879 3.8963
H 10.6908 -9.4468 2.3344
H 10.9961 -9.0610 3.9642
H 10.1982 -11.9734 3.1378
H 11.8236 -11.3605 3.4299
H 10.7744 -11.2949 4.7681
H 6.6082 -10.2730 0.2908
H 7.5925 -11.6951 -0.0927
H 5.3165 -11.5331 1.9846
H 5.1778 -12.3495 0.4613
H 6.2904 -12.9708 1.6961
C 6.8705 -0.0045 2.6868
C 5.7650 0.9936 2.9119
O 5.5531 1.7147 1.7300
P 6.3241 3.1546 1.4275
O 6.0904 3.5924 -0.0048
O 7.8884 2.9865 1.9048
C 8.8107 4.0937 1.8774
C 10.2594 3.6954 2.2407
O 5.7027 4.1442 2.5672
C 4.3089 4.4393 2.6230
C 3.8226 4.0173 4.0324
H 7.0153 -0.6331 3.5655
H 6.6391 -0.6239 1.8203
H 7.7935 0.5430 2.4962
H 4.8530 0.4849 3.2242
H 6.0426 1.6606 3.7281
H 8.8202 4.3295 0.8132
H 8.4556 4.9113 2.5047
H 10.3824 3.2725 3.2378
H 10.4801 2.9889 1.4405
H 10.8974 4.5768 2.1762
H 4.0251 5.4676 2.3989
H 3.7939 3.9143 1.8184
H 2.7460 4.1424 4.1484
H 3.9662 2.9439 4.1557
H 4.4478 4.4622 4.8066
C -11.4444 3.9063 -2.5240
C -10.4635 4.5842 -1.5940
O -11.1806 5.1003 -0.5309
P -11.9121 6.5760 -0.6205
O -11.0809 7.6463 -1.3223
O -12.1684 6.8213 0.9632
C -11.8157 8.0835 1.4721
C -10.3626 8.0019 2.1315
O -13.4068 6.2976 -1.1645
C -14.2324 7.3719 -1.5332
C -15.2031 6.9004 -2.6299
H -10.9132 3.4340 -3.3503
H -12.2680 3.3255 -2.1087
H -12.0039 4.6872 -3.0390
H -9.8259 3.8471 -1.1059
H -9.9193 5.3995 -2.0707
H -11.8219 8.8755 0.7232
H -12.5696 8.2785 2.2349
H -10.2119 7.1830 2.8348
H -9.4819 7.8884 1.4993
H -10.2068 8.9356 2.6719
H -14.7149 7.8396 -0.6749
H -13.4809 8.1046 -1.8272
H -16.1780 6.5188 -2.3262
H -15.5908 7.6563 -3.3128
H -14.6823 6.1957 -3.2781
C 3.6940 -4.5688 -3.8779
C 3.8811 -3.1297 -3.9031
O 3.2643 -2.6486 -5.1261
P 4.0768 -1.7067 -6.1436
O 4.2368 -0.2855 -5.7610
O 5.4784 -2.4686 -6.4593
C 5.4001 -3.7730 -7.0315
C 6.4333 -4.7549 -6.2791
O 3.1623 -1.8254 -7.5145
C 1.7775 -1.5153 -7.4849
C 0.9353 -2.7803 -7.2480
H 2.6682 -4.9124 -3.7443
H 4.0550 -5.1597 -4.7196
H 4.2304 -5.0123 -3.0390
H 3.3331 -2.6034 -3.1216
H 4.9081 -2.7678 -3.9519
H 4.4144 -4.2144 -6.8842
H 5.4841 -3.7107 -8.1165
H 6.1962 -4.5766 -5.2303
H 6.2519 -5.7910 -6.5653
H 7.4296 -4.3986 -6.5405
H 1.5259 -0.8808 -6.6350
H 1.5215 -0.9789 -8.3986
H 0.9261 -3.4174 -8.1323
H 1.3314 -3.4074 -6.4493
H -0.0839 -2.5025 -6.9795

Cartesian forces, eV/Å:
0.0036 1.3536 -2.5485
0.1210 -0.4679 1.7836
-0.0081 -0.0196 0.3693
-0.1772 0.7416 -0.5078
0.2525 0.6731 1.2409
0.2447 -4.7298 -0.6412
-0.4306 3.9799 -0.1454
0.8586 -0.9472 1.1980
3.5467 1.0497 -1.9718
-2.7270 -1.6531 1.8969
-3.1128 1.7419 -2.6630
0.0069 -0.5122 -0.2837
1.3943 -1.2592 2.2965
-0.3893 -0.4227 -0.5517
0.4147 0.4492 0.5793
-0.4125 -0.2078 -0.4604
-2.8646 1.3752 -0.8053
-0.3178 0.1142 -1.0952
2.8248 -1.9976 -1.0349
0.5183 1.1194 1.4198
-0.1377 0.1711 0.6486
0.0110 -0.2513 0.1626
0.1856 -0.6853 0.7832
0.1702 0.3488 0.3486
-0.8249 0.3201 0.3572
-0.3808 -1.3780 -1.4322
0.1042 -0.8507 -1.5123
0.4478 0.4325 0.1240
-2.7711 -1.2050 3.2370
2.6637 1.6254 1.2308
0.1710 0.9225 -1.4867
-0.4992 0.4752 0.0353
0.6378 0.4340 -0.5748
0.4457 -0.5671 0.0675
-0.0020 -0.1950 -0.0464
1.2872 -1.0832 -1.0541
-0.7013 0.2280 1.9363
0.3937 1.2123 0.2564
1.4714 -0.9399 0.2221
-2.5350 1.0594 -0.5888
-0.6007 -1.7374 1.5873
0.9076 1.9829 -0.1161
-1.2668 0.7839 -0.2784
1.1815 -0.9698 -3.0968
-1.3930 0.7761 2.0293
0.8046 -1.0398 -0.2002
-0.0040 0.4392 -0.1069
0.0464 0.2883 0.1374
-0.5734 -0.0384 0.2366
-0.1618 0.2508 -0.4235
0.3789 -0.1980 -0.0668
-0.2341 -0.0597 -0.0409
-0.0336 -0.4215 0.0089
-0.1665 -0.2519 0.0678
0.1606 0.1645 -0.4274
0.4884 -0.4772 0.2896
0.3734 -0.2926 -0.4543
-0.1405 -0.0568 0.2086
0.1406 0.2200 -0.4152
0.3497 0.1969 0.1622
-0.1654 -0.0235 0.1172
-0.1652 0.3472 1.0921
-1.8611 -1.6428 -0.3234
3.0590 2.5216 -2.5389
0.1562 2.3738 0.2613
-0.4771 -2.6467 1.9714
-3.9759 0.3069 -0.9385
2.3528 -1.1492 -0.5414
1.0217 1.3875 -0.0651
-0.1147 0.9391 0.7621
-1.4994 -1.3729 -0.5148
0.7694 0.4951 0.2910
-0.1637 -0.0205 0.2452
0.2964 -0.4034 -0.4272
0.1327 -0.0629 0.0184
0.3077 0.1576 -0.4601
0.0650 -0.9560 1.3062
-0.0775 -0.3008 -0.3252
0.0345 -0.1428 0.3122
-0.2341 0.2262 0.2960
0.1227 -0.1064 -0.2407
-0.5848 -0.4921 -0.0312
0.4568 0.3060 0.1317
-0.0171 0.1066 -0.0057
0.0841 0.1062 0.0619
0.3005 0.0799 -0.2732
0.0165 -0.0555 -0.0671
0.2523 -0.0762 0.0062
0.6060 -0.5018 1.0868
1.0830 2.4605 -1.2574
-1.1592 0.0848 -1.6705
0.7576 -0.9386 3.3111
-1.8845 -0.5484 0.5624
0.3465 0.2275 -0.4982
-1.3574 -0.2869 -0.4834
1.4611 -0.2437 -0.8037
-1.2340 -0.7990 0.4794
0.2613 -0.6360 -0.9755
-0.0299 -0.0757 -0.0055
0.0308 -0.0672 0.0682
0.0692 -0.1481 -0.0545
-0.2521 0.1620 -0.3790
-0.0232 0.1776 0.1249
0.1091 0.8762 0.1375
-0.2304 -0.0169 -0.1443
-0.1749 -0.1725 -0.1277
0.7630 -0.2059 0.3981
-0.0707 -0.0167 -0.2066
0.9144 0.3817 0.2567
-0.0922 -0.4788 0.1903
0.1183 0.5478 0.1754
0.1217 -0.1375 -0.1922
-0.3751 0.4294 -0.0038
-0.1315 0.9367 -1.5888
-0.1589 -1.2506 -0.5112
-2.5673 3.2917 1.7937
2.0162 -0.1278 0.1800
-2.2401 -2.2700 1.3044
-0.1318 -0.6594 -2.2002
2.3258 0.0707 1.5173
-0.7930 0.4973 0.0558
1.5003 -1.6195 0.7909
-0.0198 1.2154 -0.7414
-0.1212 0.4230 -0.4442
-0.0734 -0.5730 0.2062
0.7218 -0.4829 0.4955
-0.0326 0.3953 -0.1001
0.4531 0.1425 -0.3900
0.3138 -0.3361 -0.2336
-0.0703 -0.1309 -0.0796
0.2160 0.2513 0.1030
-0.7361 -0.0518 0.1735
-0.5304 0.1790 -0.8443
0.0086 0.0619 0.1573
-0.3248 -0.4460 0.2342
-0.6485 0.6160 -0.9360
0.4379 -0.6738 0.7679
0.7115 0.7439 0.0972
-0.1212 -0.2035 0.1932
0.0770 -2.7871 0.8482
-0.3451 2.0290 -0.9382
0.3384 0.5206 -1.2418
-1.1019 1.4904 -0.8456
0.3408 -1.6866 0.0185
-1.3443 0.5522 -0.0247
0.3530 -1.9779 0.6089
-1.3883 2.1915 -1.2722
1.8753 -0.6276 1.1244
-0.9921 -0.5912 1.2577
0.2107 -0.0944 -0.6655
-0.2172 0.5088 0.0122
0.1963 0.5768 -0.3922
0.0790 0.1291 0.3147
0.3041 -0.1985 0.2791
0.1892 -0.3883 0.5409
-0.2191 0.1908 0.2137
0.5927 0.0822 0.0467
0.4166 -0.3238 0.0478
0.1240 0.1129 0.0083
0.1086 -0.3717 0.2914
0.3953 0.4707 -0.0636
0.1015 -0.1985 -0.0239
-0.1682 0.0365 -0.1626
0.1163 0.3755 0.1412
-0.0384 -0.0106 -0.1241

Output
* total charge: -1
* LUMO energy: 1.70 eV

Here are the Mulliken charges for atoms 1 to 99, given in e: -0.626 0.588 -0.395 0.849 -0.397 0.597 -0.646 -0.446 0.711 -0.655 0.497 -0.443 -0.635 -0.253 -0.232 -0.345 1.124 -0.507 -0.547 -0.327 0.264 0.275 0.279 0.269 -0.339 -0.187 -0.368 1.092 -0.490 -0.495 -0.302 0.279 0.316 0.260 0.233 -0.825 -0.213 -0.355 0.699 -0.718 -0.319 0.005 -1.246 -0.076 -0.341 -1.134 0.440 0.202 0.125 0.360 0.216 0.427 0.130 0.303 0.415 0.248 0.298 0.411 0.257 0.411 0.280 -1.346 0.061 -0.308 0.755 -0.715 -0.231 -0.428 -1.003 -0.228 -0.336 -0.997 0.387 0.325 0.337 0.301 0.252 0.353 0.350 0.263 0.388 0.279 0.323 0.347 0.199 0.392 0.280 -1.151 -0.184 -0.281 0.839 -0.708 -0.175 -0.288 -1.149 -0.299 -0.361 -0.908 0.378



[2]
C20H17F5I2N7O3RbS | ωB97M-V/def2-TZVPD

Geometry (Å):
Rb 1.3841 0.7823 1.0638
N 0.0914 4.9473 4.3538
C 0.0029 3.8650 3.4775
S 1.0275 3.9256 2.1353
N -1.0411 3.0743 3.7854
N -1.0740 1.8931 3.1167
C -2.0945 1.1745 3.3684
C -2.2466 -0.2009 2.8923
C -3.2902 -1.0077 3.3776
C -3.3421 -2.3376 3.0695
C -2.4316 -2.8173 2.1835
C -1.3887 -1.9688 1.7530
N -1.3316 -0.6557 2.0402
H 0.9162 5.5191 4.2656
H -0.2559 4.8772 5.2951
H -2.8141 1.4824 4.0881
H -3.9974 -0.5439 4.0640
H -4.1159 -2.9713 3.3968
H -2.4057 -3.8684 1.9595
H -0.5938 -2.3616 1.0728
I 4.3736 1.9583 -3.4113
C 2.2747 2.1847 -3.3110
C 1.6928 3.1762 -4.0941
C 0.3739 3.5499 -3.8655
I -0.4175 5.0587 -5.1035
C -0.3614 2.9229 -2.8245
C -1.6309 3.3745 -2.3491
C -2.2101 2.8340 -1.2337
C -1.5712 1.7431 -0.6426
N -0.4406 1.2383 -1.0934
C 0.1963 1.8301 -2.1527
C 1.5996 1.4111 -2.3718
O 2.1533 0.5426 -1.6437
H 2.3161 3.6245 -4.8387
H -2.1149 4.1962 -2.8899
H -3.1692 3.1606 -0.8320
H -1.9442 1.2125 0.2270
C 0.3907 -4.1948 -4.5711
O -0.3915 -4.5888 -3.4443
C -0.3014 -3.9421 -2.1945
O -0.9643 -4.3524 -1.2760
N 0.5271 -2.8684 -2.1799
N 0.5587 -2.0414 -1.0462
H 0.0980 -4.8464 -5.4073
H 1.4819 -4.3486 -4.3716
H 0.2418 -3.1622 -4.8677
H 1.3125 -2.9178 -2.7875
H 0.6356 -1.0955 -1.3821
H 1.4022 -2.1716 -0.4638
F 4.3552 -2.4668 0.8470
C 3.0082 -2.5253 1.2534
F 2.8311 -3.9391 1.4766
C 3.1407 -2.0122 2.6672
F 1.9572 -1.9709 3.3049
F 4.0036 -2.6730 3.4339
F 3.5936 -0.7083 2.6806

Cartesian forces, eV/Å:
0.0282 -0.2876 0.3964
0.3602 0.2371 -0.0571
-1.4417 0.3314 0.6529
0.3743 -0.2300 -0.2462
0.9886 0.0946 0.0634
0.3392 0.4930 -0.3500
0.0711 -0.6163 -0.0652
-0.1783 0.1629 -0.0817
0.1155 1.3923 0.8295
-0.2557 0.6829 -0.6575
2.0476 -0.1407 -0.2451
0.0288 -0.1820 -0.9717
0.3558 -1.5518 -0.1069
-0.0561 -0.2009 -0.2368
-0.2750 -0.4365 -0.0948
-0.7510 0.5778 0.6441
0.0561 -0.1502 -0.0890
-0.8983 -0.5861 0.6428
0.0824 -0.1710 -0.3807
-0.8101 0.3819 0.5887
-0.3385 -0.1130 -0.0712
0.6770 0.2826 -0.6873
-0.9505 -0.1577 0.6162
0.8858 -0.1501 -0.4559
-0.0463 -0.1269 0.1729
-0.9263 0.5558 -0.1167
-0.0337 0.4430 -0.4126
-0.2840 -0.0290 -0.3869
0.8460 -0.9538 0.0327
0.1016 0.5475 -0.5911
0.1403 -0.3513 0.9716
-0.0117 -0.4307 1.1149
-0.4299 0.0893 -0.3928
-0.0005 0.4591 -0.3468
0.1848 -0.2666 0.2889
0.3055 0.1392 -0.1837
-0.3120 0.2426 0.0524
0.7124 -0.4458 0.4425
0.1192 0.1582 0.4512
-0.1276 -0.2031 -0.1102
-0.0328 0.0252 -0.6819
-0.4308 -0.2570 0.2321
0.2935 -0.0906 0.2653
0.0451 0.1538 0.3847
-0.7126 0.0623 -0.1923
-0.1691 0.2678 0.1041
0.6194 0.3145 -0.3681
-0.1232 0.4859 -0.1566
-0.0669 -0.5079 -0.1283
0.3349 -0.0306 -0.3889
-0.2503 -0.1951 -0.1994
-0.1163 0.3244 -0.0369
-0.1260 0.9253 -0.3306
-0.1761 -0.2424 0.2328
0.3894 -0.5020 0.8419
-0.1710 -0.2234 -0.2011

Output
* total charge: -2
* LUMO energy: 3.44 eV

Atomic charges from the Mulliken analysis, expressed in e, are listed below: 0.639 -0.461 0.429 -0.570 -1.278 0.844 -0.808 0.786 -0.728 -0.449 -0.619 -0.141 0.113 0.195 0.234 0.270 0.309 0.435 0.419 0.279 -0.047 -0.572 -0.338 -0.604 -0.048 1.041 -0.373 -1.017 0.049 0.205 -0.154 0.681 -0.760 0.352 0.115 0.388 0.173 -0.713 -0.371 0.540 -0.563 -0.195 -0.019 0.229 0.290 0.331 0.242 0.147 0.085 -0.384 -0.015 -0.357 0.626 -0.258 -0.302 -0.303



Calculated highest occupied orbital energy (eV), listed in the same order as above: -7.02; -2.24